C38H106O44P10 | ωB97M-V/def2-TZVPD

Its expectation value of S² is 0.758. As for the spin multiplicity: 2. The gap between HOMO and LUMO (alpha / beta) is 0.340 / 0.069 Eh. As for the total charge: +1. For the energy relative to the best compared isomer or geometry (same formula, charge and spin), the calculation gives 3.781 eV. For the LUMO energy (alpha / beta), the calculation gives -2.390 / -9.745 eV. The calculation puts the energy at -224109.957 eV. The calculation puts the highest occupied orbital energy (alpha / beta) at -11.63 / -11.63 eV.

Last columns: bonded neighbours and bond lengths (Å).
Element x y z (Å)
1 P -3.468 6.999 2.106  O17 1.505, O19 1.569, O24 1.586, O53 1.611
2 P 5.024 3.859 -1.091  O22 1.617, O23 1.469, O25 1.630, O44 1.631
3 P 5.034 -1.079 3.731  O12 1.667, O26 1.531, O45 1.662, O47 1.609
4 P -5.721 -3.992 -0.544  O16 1.670, O28 1.533, O43 1.640, O49 1.623
5 P 5.196 -1.729 -3.753  O27 1.659, O31 1.647, O36 1.659, O40 1.480
6 P 1.509 -5.882 1.655  O14 1.667, O29 1.622, O39 1.484, O41 1.609
7 P -0.619 0.130 0.307  O32 1.483, O33 1.636, O51 1.605, O52 1.673
8 P -6.280 3.353 -2.648  O21 1.614, O34 1.615, O42 1.670, O48 1.520
9 P 0.308 -2.506 6.244  O15 1.638, O37 1.598, O38 1.491, O54 1.654
10 P 0.891 3.893 -6.764  O13 1.457, O18 1.611, O46 1.625, O50 1.606
11 O -5.162 0.174 3.105  C63 1.441, C66 1.246
12 O 4.547 0.013 4.892  P3 1.667, C72 1.370
13 O 0.290 5.156 -7.175  P10 1.457
14 O 1.124 -7.209 0.722  P6 1.667, C77 1.467
15 O -0.069 -0.928 6.018  P9 1.638, C60 1.443
16 O -5.656 -5.344 -1.523  P4 1.670, C73 1.363
17 O -4.645 6.076 1.930  P1 1.505
18 O 0.733 3.502 -5.210  P10 1.611, C65 1.464
19 O -3.830 8.473 1.710  P1 1.569, C81 1.415
20 O 0.944 -3.323 -4.663  C70 1.401, C89 1.414
21 O -7.444 3.517 -1.542  P8 1.614, C57 1.460
22 O 5.485 5.372 -0.754  P2 1.617, C92 1.403
23 O 5.781 3.285 -2.211  P2 1.469
24 O -2.230 6.669 1.172  P1 1.586, C88 1.354
25 O 5.347 3.045 0.284  P2 1.630, C78 1.445
26 O 5.439 -0.540 2.357  P3 1.531
27 O 5.411 -0.958 -2.300  P5 1.659, C86 1.385
28 O -6.858 -3.889 0.478  P4 1.533
29 O 3.127 -5.876 1.544  P6 1.622, C68 1.483
30 O 0.119 -1.132 -4.488  C70 1.209
31 O 6.735 -1.656 -4.334  P5 1.647, C58 1.410
32 O -0.537 0.835 1.609  P7 1.483
33 O -1.786 -1.012 0.211  P7 1.636, C84 1.421
34 O -5.571 4.800 -2.754  P8 1.615, C74 1.468
35 O -4.383 -1.334 4.434  C66 1.194
36 O 4.351 -0.629 -4.663  P5 1.659, C83 1.387
37 O -0.941 -3.304 5.646  P9 1.598, C90 1.419
38 O 1.655 -2.867 5.716  P9 1.491
39 O 0.758 -4.628 1.399  P6 1.484
40 O 4.552 -3.060 -3.717  P5 1.480
41 O 1.308 -6.334 3.186  P6 1.609, C79 1.363
42 O -7.247 3.355 -4.009  P8 1.670, C82 1.384
43 O -4.266 -4.092 0.206  P4 1.640, C71 1.455
44 O 3.394 3.850 -1.162  P2 1.631, C75 1.339
45 O 3.821 -2.213 3.799  P3 1.662, C67 1.480
46 O 0.643 2.448 -7.464  P10 1.625, C91 1.432
47 O 6.178 -1.923 4.484  P3 1.609, C55 1.389
48 O -5.293 2.219 -2.424  P8 1.520
49 O -5.484 -2.744 -1.554  P4 1.623, C80 1.442
50 O 2.486 3.853 -6.947  P10 1.606, C76 1.387
51 O 0.724 -0.646 -0.103  P7 1.605, C87 1.401
52 O -0.848 1.033 -1.082  P7 1.673, C59 1.394
53 O -2.830 7.072 3.583  P1 1.611, C64 1.391
54 O 0.155 -2.650 7.885  P9 1.654, C56 1.419
55 C 7.537 -1.874 4.197  O47 1.389, H99 1.090, H121 1.090, H157 1.090
56 C 1.254 -3.054 8.686  O54 1.419, H118 1.090, H125 1.090, H155 1.090
57 C -7.193 3.693 -0.115  O21 1.460, H94 1.090, H109 1.090, H162 1.090
58 C 7.079 -2.568 -5.353  O31 1.410, H98 1.090, H137 1.090, H148 1.090
59 C -1.882 1.951 -1.259  O52 1.394, H102 1.090, H111 1.090, H189 1.090
60 C -0.877 -0.449 4.923  O15 1.443, H104 1.090, H127 1.090, H158 1.090
61 C -4.321 2.271 2.517  C63 1.460, H117 1.090, H132 1.090, H170 1.090
62 C -6.130 -1.736 2.980  C66 1.387, H145 1.090, H156 1.090, H194 1.090
63 C -3.951 0.949 3.015  O11 1.441, C61 1.460, H179 1.090, H197 1.090
64 C -3.478 6.935 4.807  O53 1.391, H133 1.090, H143 1.090, H166 1.090
65 C -0.586 3.544 -4.575  O18 1.464, H154 1.090, H195 1.090, H196 1.090
66 C -5.119 -0.984 3.561  O11 1.246, O35 1.194, C62 1.387
67 C 2.667 -2.099 2.878  O45 1.480, H139 1.090, H146 1.090, H149 1.090
68 C 3.787 -5.786 0.219  O29 1.483, H120 1.090, H128 1.090, H134 1.090
69 C 2.401 -4.244 -6.251  C89 1.510, H108 1.090, H168 1.090, H176 1.090
70 C 0.191 -2.279 -4.111  O20 1.401, O30 1.209, C85 1.557
71 C -3.932 -5.089 1.211  O43 1.455, H123 1.090, H164 1.090, H169 1.090
72 C 4.020 -0.467 6.062  O12 1.370, H163 1.090, H175 1.090, H186 1.090
73 C -4.603 -5.530 -2.369  O16 1.363, H173 1.090, H180 1.090, H181 1.090
74 C -4.112 4.903 -2.875  O34 1.468, H95 1.090, H174 1.090, H185 1.090
75 C 2.724 4.357 -2.204  O44 1.339, H141 1.090, H153 1.090, H159 1.090
76 C 3.301 4.624 -6.131  O50 1.387, H105 1.090, H122 1.090, H151 1.090
77 C 1.576 -8.566 1.048  O14 1.467, H129 1.090, H135 1.090, H142 1.090
78 C 5.264 1.609 0.143  O25 1.445, H110 1.090, H112 1.090, H172 1.090
79 C 0.622 -5.518 4.035  O41 1.363, H93 1.090, H100 1.090, H124 1.090
80 C -6.156 -1.547 -1.109  O49 1.442, H97 1.090, H136 1.090, H150 1.090
81 C -3.036 9.607 2.004  O19 1.415, H119 1.090, H152 1.090, H177 1.090
82 C -7.971 2.227 -4.355  O42 1.384, H96 1.090, H113 1.090, H160 1.090
83 C 4.674 0.691 -4.390  O36 1.387, H147 1.090, H165 1.090, H187 1.090
84 C -1.701 -2.202 0.984  O33 1.421, H130 1.090, H182 1.090, H193 1.090
85 C -0.671 -2.791 -2.920  C70 1.557, H171 1.090, H184 1.090, H191 1.090
86 C 5.611 -1.692 -1.142  O27 1.385, H106 1.090, H114 1.090, H144 1.090
87 C 1.934 0.053 0.007  O51 1.401, H167 1.090, H178 1.090, H190 1.090
88 C -1.561 5.493 1.135  O24 1.354, H101 1.090, H131 1.090, H192 1.090
89 C 1.865 -2.956 -5.671  O20 1.414, C69 1.510, H103 1.090, H140 1.090
90 C -2.264 -3.117 6.122  O37 1.419, H107 1.090, H115 1.090, H116 1.090
91 C 1.034 1.192 -6.897  O46 1.432, H126 1.090, H138 1.090, H183 1.090
92 C 6.652 5.610 -0.011  O22 1.403, H161 1.090, H188 1.090, H198 1.090
93 H 0.938 -5.865 5.019  C79 1.090
94 H -8.039 4.109 0.432  C57 1.090
95 H -3.582 3.952 -2.924  C74 1.090
96 H -8.039 1.617 -3.454  C82 1.090
97 H -5.973 -0.690 -1.757  C80 1.090
98 H 6.683 -3.509 -4.971  C58 1.090
99 H 7.717 -1.614 3.154  C55 1.090
100 H 0.996 -4.494 4.047  C79 1.090
101 H -2.023 4.832 1.868  C88 1.090
102 H -1.464 2.956 -1.220  C59 1.090
103 H 1.305 -2.329 -6.365  C89 1.090
104 H -1.941 -0.305 5.113  C60 1.090
105 H 2.633 5.183 -5.475  C76 1.090
106 H 5.781 -2.766 -1.218  C86 1.090
107 H -2.427 -3.372 7.169  C90 1.090
108 H 1.601 -4.900 -6.596  C69 1.090
109 H -6.319 4.306 0.109  C57 1.090
110 H 6.216 1.226 0.512  C78 1.090
111 H -2.459 1.908 -2.182  C59 1.090
112 H 4.467 1.252 0.795  C78 1.090
113 H -7.332 1.843 -5.150  C82 1.090
114 H 6.496 -1.325 -0.623  C86 1.090
115 H -2.573 -2.099 5.884  C90 1.090
116 H -2.948 -3.830 5.662  C90 1.090
117 H -5.321 2.544 2.855  C61 1.090
118 H 0.888 -2.752 9.667  C56 1.090
119 H -3.584 10.506 2.284  C81 1.090
120 H 4.571 -6.504 -0.024  C68 1.090
121 H 7.984 -1.179 4.908  C55 1.090
122 H 4.033 5.206 -6.691  C76 1.090
123 H -4.571 -5.972 1.255  C71 1.090
124 H -0.465 -5.504 3.965  C79 1.090
125 H 1.308 -4.141 8.759  C56 1.090
126 H 1.997 0.881 -7.301  C91 1.090
127 H -0.415 0.402 4.421  C60 1.090
128 H 2.965 -5.812 -0.497  C68 1.090
129 H 2.322 -8.919 0.336  C77 1.090
130 H -2.626 -2.544 1.447  C84 1.090
131 H -0.508 5.675 1.353  C88 1.090
132 H -3.537 2.982 2.779  C61 1.090
133 H -4.481 6.525 4.694  C64 1.090
134 H 4.201 -4.781 0.152  C68 1.090
135 H 0.705 -9.212 1.160  C77 1.090
136 H -5.967 -1.142 -0.115  C80 1.090
137 H 6.546 -2.460 -6.297  C58 1.090
138 H 1.289 1.364 -5.851  C91 1.090
139 H 1.801 -2.528 3.383  C67 1.090
140 H 2.647 -2.272 -5.344  C89 1.090
141 H 3.352 4.522 -3.080  C75 1.090
142 H 2.068 -8.606 2.020  C77 1.090
143 H -3.466 7.901 5.312  C64 1.090
144 H 4.869 -1.515 -0.364  C86 1.090
145 H -6.716 -1.465 2.102  C62 1.090
146 H 2.684 -2.517 1.872  C67 1.090
147 H 5.383 1.055 -5.134  C83 1.090
148 H 8.131 -2.777 -5.546  C58 1.090
149 H 2.442 -1.043 2.728  C67 1.090
150 H -7.228 -1.745 -1.120  C80 1.090
151 H 4.102 4.077 -5.634  C76 1.090
152 H -2.209 9.324 2.654  C81 1.090
153 H 2.382 5.365 -1.969  C75 1.090
154 H -0.681 4.196 -3.707  C65 1.090
155 H 2.212 -2.654 8.354  C56 1.090
156 H -5.783 -2.741 2.737  C62 1.090
157 H 8.030 -2.846 4.180  C55 1.090
158 H -0.851 -1.293 4.234  C60 1.090
159 H 1.980 3.617 -2.499  C75 1.090
160 H -8.972 2.509 -4.683  C82 1.090
161 H 7.549 5.564 -0.629  C92 1.090
162 H -6.879 2.746 0.323  C57 1.090
163 H 3.969 -1.542 6.234  C72 1.090
164 H -4.071 -4.735 2.233  C71 1.090
165 H 3.764 1.290 -4.375  C83 1.090
166 H -2.928 6.189 5.381  C64 1.090
167 H 2.010 0.597 0.949  C87 1.090
168 H 2.883 -4.774 -5.430  C69 1.090
169 H -2.912 -5.412 1.003  C71 1.090
170 H -4.436 2.331 1.435  C61 1.090
171 H -1.494 -3.506 -2.948  C85 1.090
172 H 5.085 1.261 -0.874  C78 1.090
173 H -4.806 -5.132 -3.363  C73 1.090
174 H -3.969 5.673 -3.634  C74 1.090
175 H 2.983 -0.147 6.159  C72 1.090
176 H 3.150 -4.072 -7.024  C69 1.090
177 H -2.598 9.859 1.038  C81 1.090
178 H 2.039 0.727 -0.843  C87 1.090
179 H -3.189 0.565 2.336  C63 1.090
180 H -4.556 -6.617 -2.432  C73 1.090
181 H -3.638 -5.203 -1.982  C73 1.090
182 H -0.871 -2.162 1.689  C84 1.090
183 H 0.219 0.469 -6.883  C91 1.090
184 H -1.118 -1.932 -2.421  C85 1.090
185 H -3.773 5.314 -1.924  C74 1.090
186 H 4.652 0.025 6.801  C72 1.090
187 H 5.259 0.909 -3.496  C83 1.090
188 H 6.774 4.963 0.858  C92 1.090
189 H -2.655 1.719 -0.525  C59 1.090
190 H 2.759 -0.659 0.029  C87 1.090
191 H 0.079 -3.233 -2.264  C85 1.090
192 H -1.538 5.035 0.147  C88 1.090
193 H -1.463 -2.961 0.239  C84 1.090
194 H -6.926 -1.892 3.709  C62 1.090
195 H -0.965 2.526 -4.481  C65 1.090
196 H -1.282 4.005 -5.276  C65 1.090
197 H -3.523 1.088 4.007  C63 1.090
198 H 6.642 6.649 0.318  C92 1.090